[1]
DFT (wB97M-V/def2-TZVPD) results for 2 unconnected molecules or ions with the total composition C4H12NO.

The geometry in XYZ format:
```
18
Properties=species:S:1:pos:R:3
C 2.52993 0.36150 -0.61166
C 1.73423 -0.74982 0.12848
C 0.27058 -0.47290 0.18342
C -0.67179 -0.93022 0.97575
N -2.09408 -0.50698 0.83021
H 1.90326 0.91777 -1.31187
H 3.32355 -0.11889 -1.17470
H 2.92236 1.10050 0.08023
H 2.17392 -0.77318 1.13394
H 2.00253 -1.73294 -0.24500
H 0.00403 0.12022 -0.69083
H -0.53609 -1.52775 1.86495
H -2.30622 -0.27093 -0.14757
H -2.70616 -1.26742 1.13851
H -2.35343 0.32064 1.38032
H -2.74617 2.16205 -1.01694
H -1.40651 1.90534 -1.56957
O -2.04395 1.46303 -0.94768
```

Computed properties:
Energy (Eh): -289.326458
Charge: +1
Frontier orbital gap (Ha): 0.4070
ΔE to the lowest compared entry with this formula, charge and spin (kJ/mol): 127.1
E_LUMO (eV): -3.3
Highest occupied orbital energy (eV): -14.41

[2]
DFT (wB97M-V/def2-TZVPD) results for 12 unconnected molecules or ions with the total composition C21H56BO19.

The geometry in XYZ format:
```
97
Properties=species:S:1:pos:R:3
O -0.07668 -3.89325 1.22663
C -0.38332 -2.69869 1.10736
O 0.28315 -1.67962 1.53764
B -0.33550 -0.48700 0.91361
O -1.53101 -0.97003 0.14491
C -1.62084 -2.29348 0.28920
O -2.56030 -2.97842 -0.18702
O 0.60378 0.22596 0.10796
C 0.75055 1.47397 0.44205
O 1.48546 2.34184 -0.04585
C -0.22733 1.73498 1.59793
O -0.78347 0.60657 1.84503
O -0.53105 2.81197 2.14957
C -6.96246 -2.06100 -4.13931
O -6.06849 -3.12579 -4.60183
H -6.43963 -1.73807 -3.23906
H -7.22884 -1.25048 -4.81768
H -7.85675 -2.55532 -3.75983
H -5.57961 -3.36052 -3.80968
C 4.28781 -3.74970 -1.95531
C 4.85109 -4.04713 -0.58848
O 6.05684 -4.75616 -0.84034
H 4.49952 -4.51708 -2.69989
H 4.48348 -2.72588 -2.27408
H 3.23375 -3.92485 -1.73993
H 4.19775 -4.80672 -0.15920
H 5.02655 -3.19046 0.06223
H 6.55099 -4.18476 -1.43272
C 3.75101 8.53722 -4.21911
C 3.53020 7.49164 -3.13248
O 2.52227 6.62097 -3.56795
H 4.50292 9.31329 -4.07610
H 2.84803 9.10630 -4.44021
H 4.06326 8.02221 -5.12759
H 3.22179 7.82675 -2.14219
H 4.48537 6.97984 -3.01491
H 2.27907 6.13280 -2.77791
C 0.26872 0.72898 7.27752
C -1.15013 0.28819 6.85067
O -1.44687 -0.83248 7.61225
H 0.36984 0.72697 8.36282
H 0.60136 1.69448 6.89641
H 0.96385 -0.04455 6.95112
H -1.38529 -0.01258 5.82972
H -1.71730 1.18036 7.11609
H -2.30830 -0.61141 7.97372
C 1.04629 -8.48538 -4.14873
C 1.39399 -8.84691 -2.73124
O 2.57977 -9.56197 -2.70924
H -0.02282 -8.68468 -4.22207
H 1.54850 -9.14873 -4.85289
H 1.33127 -7.47745 -4.45032
H 0.67228 -9.40579 -2.13550
H 1.35947 -7.92525 -2.15033
H 3.34567 -8.99340 -2.81754
C -1.40606 -0.28293 -5.17858
C 0.03060 -0.23745 -5.35917
O 0.54316 1.08667 -5.68160
H -1.90114 0.22421 -6.00672
H -1.62853 0.27351 -4.26809
H -1.79537 -1.29848 -5.25081
H 0.26404 -0.92336 -6.17350
H 0.47785 -0.66491 -4.46176
H 0.17372 1.78751 -5.13945
C 5.89034 0.64638 2.15539
C 5.59010 2.01238 2.79306
O 6.89683 2.54713 3.21129
H 5.14151 0.32644 1.43083
H 6.23283 -0.16004 2.80382
H 6.79127 0.82359 1.56799
H 4.90465 1.93916 3.63738
H 5.16057 2.71157 2.07561
H 6.79420 3.17384 3.93122
C -7.60366 -5.72734 0.69747
C -8.14608 -5.20818 -0.60267
O -9.32686 -5.91654 -0.95370
H -6.75927 -5.19602 1.13657
H -7.30894 -6.77100 0.58782
H -8.27691 -5.80219 1.55142
H -7.45748 -5.43402 -1.41688
H -8.34680 -4.14582 -0.46408
H -9.17582 -6.86453 -0.96359
C -1.96772 8.41061 6.58817
C -3.02731 7.77976 5.71195
O -2.90269 6.39724 5.40135
H -1.98006 8.01640 7.60431
H -1.97312 9.50026 6.61537
H -0.92936 8.11265 6.44283
H -3.27093 8.31291 4.79298
H -3.96798 7.76545 6.26243
H -2.38497 6.22824 4.61077
O -2.03291 7.21713 0.53326
H -2.72928 6.93052 -0.05763
H -1.63871 6.40495 0.85140
O 5.38180 2.14346 -3.06467
H 4.76980 2.82470 -2.78609
H 6.11525 2.21538 -2.45384
```

Computed properties:
Energy (Eh): -2288.241097
Charge: -1
Frontier orbital gap (Ha): 0.3542
ΔE to the lowest compared entry with this formula, charge and spin (kJ/mol): 460.1
E_LUMO (eV): 2.0
Highest occupied orbital energy (eV): -7.66

[3]
DFT (wB97M-V/def2-TZVPD) results for 2 unconnected molecules or ions with the total composition C21H40BBrF4N4O8PS2.

The geometry in XYZ format:
```
82
Properties=species:S:1:pos:R:3
C -0.60659 4.28888 -4.65133
C -0.70790 2.79468 -4.99512
C 0.28913 1.91944 -4.21879
C -0.14747 1.85700 -2.74476
C 0.72418 0.93564 -1.82562
P 1.63224 2.28041 -0.76787
O 0.53461 3.14461 0.01832
O 2.50496 1.57728 0.36965
S 2.73630 3.39065 -1.90029
O 1.74844 0.48373 -2.69526
S 2.92611 -0.54673 -2.39379
O 3.20022 -1.11349 -3.67357
O 3.95330 0.13472 -1.67940
C 2.17624 -1.83312 -1.30912
C 2.66874 -1.67073 0.16731
N 4.10157 -1.61700 0.38243
C 2.84111 -3.16439 -1.84592
F 4.15479 -2.94244 -1.96524
F 2.72977 -4.12953 -0.91391
C 2.40705 -3.75820 -3.20997
F 1.33224 -4.55779 -3.00876
F 3.39425 -4.51316 -3.67287
C 0.56323 -1.76377 -1.28689
C -0.05783 -2.62713 -0.14287
C 0.03126 -4.16386 -0.10874
O -1.12553 -4.67311 0.57773
B -0.16654 -2.27254 -2.69564
N 0.18377 -1.69396 -3.99605
O -1.13874 -3.23189 -2.66378
C -0.05594 -0.28379 -1.12633
Br -0.20533 0.22593 0.86678
C -1.53922 -0.33018 -1.52352
C -2.51943 0.73010 -0.97506
O -3.57687 0.93286 -1.91115
H -1.33819 4.57977 -3.89206
H -0.80751 4.90040 -5.53243
H 0.39056 4.53114 -4.27445
H -0.48837 2.66021 -6.05906
H -1.73080 2.42510 -4.85473
H 0.29239 0.92415 -4.66358
H 1.26905 2.39333 -4.28958
H -1.19844 1.60754 -2.75944
H -0.08942 2.89705 -2.40137
H -0.36435 3.03423 -0.31480
H 3.41938 1.87367 0.21253
H 2.28818 -2.52927 0.71911
H 2.17328 -0.80506 0.59511
H 4.39951 -2.23779 1.11969
H 4.43767 -0.68604 0.57100
H 2.16278 -2.99902 -3.94237
H 0.32347 -2.29952 0.82402
H -1.12871 -2.41334 -0.08777
H 0.00265 -4.62915 -1.08483
H 0.90766 -4.48543 0.45182
H -1.33508 -4.09186 1.31695
H -0.58887 -1.11550 -4.31882
H 0.21783 -2.44004 -4.69038
H -1.68196 -3.30258 -1.87201
H -1.61849 -0.23756 -2.60868
H -1.98083 -1.28037 -1.23659
H -2.95652 0.40114 -0.03078
H -2.06365 1.71283 -0.88643
H -4.06286 0.10707 -2.02643
C -3.49211 1.40259 8.27320
C -3.49532 0.63116 6.97010
N -2.33666 0.94890 6.11428
C -2.06213 0.33288 4.91253
C -0.94559 0.91390 4.41451
N -0.55481 1.87514 5.31652
C -1.40903 1.87273 6.33571
C 0.60143 2.76664 5.17510
H -3.52511 2.47975 8.10583
H -4.37548 1.13012 8.84545
H -2.61460 1.16851 8.87699
H -4.39180 0.85289 6.39222
H -3.47159 -0.44166 7.15553
H -2.69084 -0.45508 4.53853
H -0.38124 0.75488 3.51312
H -1.34696 2.51468 7.19619
H 1.29867 2.59697 5.99140
H 0.26770 3.80084 5.17888
H 1.08900 2.54993 4.22971
```

Computed properties:
Energy (Eh): -5781.029749
Charge: +1
Frontier orbital gap (Ha): 0.2887
E_LUMO (eV): -2.9
Highest occupied orbital energy (eV): -10.77

[4]
DFT (wB97M-V/def2-TZVPD) results for a single C19H24ClN3OS molecule.

The geometry in XYZ format:
```
49
Properties=species:S:1:pos:R:3
C -4.97429 -1.99615 2.04080
O -3.74436 -1.97059 1.36184
C -3.85778 -1.99678 -0.04668
C -4.17733 -0.61641 -0.65247
C -2.99544 -0.01141 -1.41672
N -1.80425 0.15692 -0.61093
C -0.72678 -0.64686 -0.79827
S -0.73232 -1.87897 -1.91017
N 0.37506 -0.35013 -0.05609
C 1.58368 -1.03150 0.02762
C 1.70277 -2.41460 -0.06305
C 2.93402 -3.02751 0.07015
C 4.08514 -2.29249 0.31452
C 5.42582 -2.94709 0.44480
C 3.97102 -0.91192 0.43697
C 2.74424 -0.29807 0.29647
Cl 2.64295 1.43843 0.46580
C -1.84977 1.19976 0.40891
C -1.77195 0.61371 1.82431
C -0.84690 2.30805 0.13381
C -0.32674 3.10384 1.14976
C 0.54765 4.12697 0.81580
N 0.92006 4.39771 -0.42149
C 0.42696 3.64538 -1.38952
C -0.45614 2.60096 -1.17166
H -4.74104 -1.99586 3.10405
H -5.59386 -1.12208 1.80740
H -5.54078 -2.90186 1.79309
H -4.62083 -2.72922 -0.33903
H -2.89034 -2.34938 -0.40902
H -4.47672 0.05528 0.15544
H -5.01390 -0.69212 -1.34796
H -3.28836 0.96603 -1.81799
H -2.73598 -0.66644 -2.25115
H 0.44702 0.60382 0.28409
H 0.82329 -3.00865 -0.24362
H 2.99412 -4.10217 -0.01363
H 6.06035 -2.67508 -0.39823
H 5.32777 -4.02895 0.46639
H 5.92486 -2.62082 1.35559
H 4.84572 -0.31264 0.63932
H -2.83996 1.66084 0.30254
H -2.35008 -0.30736 1.85799
H -2.19563 1.31118 2.54258
H -0.75208 0.38452 2.12088
H -0.58718 2.93680 2.18201
H 0.97361 4.76092 1.58230
H 0.75542 3.89318 -2.39001
H -0.82246 2.01837 -2.00299
```

Computed properties:
Energy (Eh): -1836.292944
Frontier orbital gap (Ha): 0.3147
E_LUMO (eV): 0.6
SMILES string: COCCCN(C(=S)Nc1ccc(C)cc1Cl)[C@@H](C)c1ccncc1
Highest occupied orbital energy (eV): -7.98

- frontier orbital gap of number 3 (C21H40BBrF4N4O8PS2)?
  0.2887 Ha

- Number 4 is which compound?
  C19H24ClN3OS

- The lowest E_LUMO belongs to which entry?
  C4H12NO